No. 1
The following is a DFT calculation (ωB97M-V with the def2-TZVPD basis set) of a 2-piece molecular cluster, C2H3NOS overall in a non-equilibrium geometry.

Geometry as XYZ:
```
8
Properties=species:S:1:pos:R:3:forces:R:3
S -1.467991 -1.322867 3.097482 -0.1179 2.2208 -3.6211
O -0.355594 -2.037224 3.631078 1.3554 -1.8138 1.7432
N -1.232192 -0.024800 0.562862 -3.4664 -0.0613 4.1580
C -0.965276 -0.863446 1.553265 1.6057 -1.5101 -1.5112
C -0.678749 0.249970 -0.481391 3.3167 -1.6479 -1.7391
H -1.099754 0.890532 -1.221055 -0.0898 0.5005 -0.4145
H 0.400572 -1.931174 0.596733 -1.6210 1.4739 1.7078
H 0.308676 -0.367927 -0.616981 -0.9828 0.8379 -0.3231
```
Positions in Å, forces in eV/Å.

Summary:
Kohn-Sham gap (spin up / spin down) ... 7.7 / 7.7 eV
E ... -605.95959 hartree
LUMO (spin up / spin down) ... -1.4 / -1.4 eV
Energy above the lowest of the compared OMol25 structures with the same formula, charge and spin ... 142.9 kcal per mole

=====

No. 2
The following is a DFT calculation (ωB97M-V with the def2-TZVPD basis set) of a 4-piece molecular cluster, C29H41BN3O14PS2 overall in a non-equilibrium geometry.

Geometry as XYZ:
```
91
Properties=species:S:1:pos:R:3:forces:R:3
S 6.401901 1.496041 3.536109 -4.2344 1.1909 -0.4158
S 0.928107 4.072629 -0.701197 -0.8687 -1.6420 0.5052
P 1.911224 -1.271341 4.273266 -1.7809 -2.7371 1.7685
O -1.774282 -0.515643 8.826806 0.0905 0.5000 -0.0992
O 0.702209 -0.039152 4.270972 3.6884 -1.1190 0.0044
O 5.035288 -0.002581 -3.586340 0.0670 -0.4924 -0.0581
O -3.040599 -3.668539 -7.707564 -0.3048 -0.2224 0.2523
O -1.171812 -1.271994 0.163954 3.6459 -1.3993 -2.7243
O 4.432494 -2.009397 -2.703361 0.1898 0.2488 -0.2808
O -3.211715 -4.770403 -5.726565 -0.1575 0.1728 -0.3610
O -1.733933 6.986642 -1.569624 -1.4116 -1.5770 1.6065
O 5.958350 -1.805284 -4.376690 -0.3118 0.2789 0.3064
O 2.887616 -0.948932 5.666518 -1.8287 1.2341 -2.8386
O 1.327952 -2.673939 4.443395 1.2679 3.6123 -0.6476
O -1.459245 1.713307 9.147483 0.0173 -0.2067 -0.2482
O -4.964953 -4.513081 -7.150023 0.4699 0.1174 0.0285
O -1.262773 0.912336 7.134360 -0.0702 0.0949 0.6353
N -0.584321 -2.234166 -1.912850 0.1040 -0.7660 1.7771
N 0.461558 1.133512 -1.674565 -0.1856 0.9096 1.1264
N 3.479097 1.697752 3.658793 4.5743 0.1866 -2.6718
C -1.664199 -3.429052 -7.420022 0.4294 0.1101 0.0218
C -3.400624 3.734267 -1.641398 3.6209 -1.9422 -0.1520
C 2.777595 1.503864 2.367773 -2.7900 0.1789 -4.7390
C -2.159605 1.401469 -2.149971 0.4904 2.6152 1.1201
C 1.551147 2.593228 0.260015 0.1207 -2.6412 0.7816
C 4.767073 1.784044 3.465964 -0.8550 -2.0665 1.8654
C 5.076530 -1.340761 -3.476609 0.1205 0.1047 -0.1419
C -0.240884 -1.685323 -0.598506 -2.6018 1.4435 1.1081
C -3.690119 -4.359518 -6.755822 -0.0884 0.0544 -0.1419
C -0.757580 3.458265 -1.235298 -2.3065 -2.4968 -0.7689
C 2.322190 2.757334 1.587306 -0.7123 -2.9733 -0.9215
C 1.651663 -0.070624 0.405309 0.1709 2.4229 0.8625
C 2.904853 -1.158077 2.664734 1.1182 2.0093 -0.5483
C 1.308190 -1.560584 -0.126150 -0.5505 0.2211 0.5346
C -0.767833 1.947005 -1.688881 -3.9722 2.9028 -0.0986
C -1.296929 -0.193460 6.228784 -0.3492 -0.3792 -0.3015
C -1.759895 6.030592 0.987003 -0.7285 -0.2874 0.0840
C -2.035615 4.341433 -1.203157 0.5741 -3.0033 -1.2300
C -2.736240 4.998439 1.760390 0.6372 0.0432 1.1945
C -2.034920 -2.557555 -2.030449 -1.5870 -0.6977 -0.1562
C -5.779451 -5.235285 -6.227964 -0.3248 -0.2278 0.2500
C 2.428435 0.093014 1.761354 -0.4485 2.0191 -0.7007
C -1.718114 1.518115 10.536099 -0.0624 0.0095 0.4001
C 1.187670 1.203323 -0.395217 2.4382 0.4560 3.9182
C 4.131683 0.627674 -2.681399 -0.2314 0.3253 0.3030
C -1.524459 0.589006 8.411372 0.0284 -0.0045 -0.2244
C 0.230541 -3.456527 -2.225112 1.2107 -0.1433 0.0535
C -3.450782 2.258066 -2.120742 2.7364 2.0351 1.0882
C 6.106048 -3.224312 -4.372805 0.1078 -0.4594 -0.0567
B -1.846253 5.883940 -0.653131 0.1817 0.0527 0.0611
H 2.038127 -1.927799 -0.921010 -0.9370 0.7466 1.0065
H 3.107746 0.291790 -2.863760 0.1213 -0.1413 0.1264
H 2.982902 -2.135685 2.088156 -0.5396 1.2575 1.0897
H 4.423610 0.433449 -1.646834 -0.1570 -0.1072 -0.0975
H -1.073669 0.182588 5.234992 -0.2087 0.1533 0.4167
H -1.242756 -2.865914 -8.253377 -0.3062 -0.0763 -0.0146
H -2.542883 3.897796 1.491441 -0.4027 1.7589 0.1203
H -1.119690 -4.371657 -7.329320 -0.1011 0.0990 0.1463
H -4.474218 1.856283 -2.456756 1.9895 0.4416 0.5736
H -5.837265 -4.710744 -5.271637 0.1423 -0.1371 -0.0608
H -2.200350 -3.311055 -2.891369 0.4859 1.3132 1.3137
H -2.477786 -3.045898 -1.078234 0.8769 0.8087 -1.3700
H 1.085907 1.359659 -2.475326 -0.6635 -0.0944 0.8316
H -0.978170 0.845267 10.975341 -0.1845 -0.0586 -0.0863
H 2.548347 3.795946 2.024466 -0.4794 -1.8024 -0.8714
H 1.283699 -3.135230 -2.549408 -1.4629 -0.5472 0.5577
H 6.839825 -3.485039 -5.136181 -0.0700 0.3090 0.0398
H -2.729000 1.133872 10.689498 0.1740 -0.1158 -0.0286
H 4.177734 1.703409 -2.855914 0.1855 -0.1735 -0.1695
H -3.845535 5.257853 1.684393 1.5201 -0.4122 -0.1922
H 0.299987 -4.074665 -1.261122 0.0393 0.3827 -1.5960
H -2.291310 -0.645935 6.210517 0.1399 -0.0473 0.2189
H -2.471837 5.082471 2.885444 -0.5396 -0.1485 -1.7242
H -2.038399 7.093178 1.331524 0.7243 -1.4538 -0.4145
H -0.540013 -0.933861 6.495909 -0.1982 0.0160 0.0327
H -2.706639 -1.663953 -2.263633 1.2124 -1.0338 0.4516
H 5.160398 -3.710968 -4.621884 0.0670 0.0596 0.1847
H -1.638879 2.487606 11.029460 0.0481 -0.0036 -0.3063
H -1.558372 -2.832392 -6.511077 -0.0124 -0.1959 -0.0119
H -5.398821 -6.249717 -6.089851 0.0550 0.1727 0.1033
H 6.475961 -3.570726 -3.405251 -0.1964 0.0318 -0.0580
H 2.808728 0.027511 5.811389 0.4310 -0.9753 0.1311
H -6.783723 -5.297865 -6.648436 0.2226 0.1546 -0.1698
H -2.319050 7.706273 -1.248258 0.9941 -0.2563 -0.1146
H -4.305163 4.432188 -1.589477 1.3439 -1.4140 -0.1988
H 1.163372 0.816373 4.469339 -0.7116 -0.6785 -0.3840
H 1.385666 -2.277213 0.778989 -0.1716 1.1552 -1.5113
H -0.687750 5.754515 1.327541 -1.5956 0.7067 -0.6717
H 3.986993 -0.893089 2.985315 -1.6673 -0.5381 -0.4232
H -0.191939 -4.081601 -3.087116 0.3508 1.1065 1.4215
H -2.218061 0.323214 -2.504832 0.1439 1.6719 0.5785
```
Positions in Å, forces in eV/Å.

Summary:
SMILES string ... CCB(O)c1cccc2c1Sc1cc(N=C=S)c(CP(=O)(O)O)c(CC(=O)N(C)C)c1N2.COC(=O)OC.COC(=O)OC.COC(=O)OC
Kohn-Sham gap ... 7.3 eV
E ... -3509.63142 hartree
LUMO ... -1.1 eV

=====

No. 3
The following is a DFT calculation (ωB97M-V with the def2-TZVPD basis set) of C4H7NS as an isolated structure in a non-equilibrium geometry.

Geometry as XYZ:
```
13
Properties=species:S:1:pos:R:3:forces:R:3
S 0.899183 -1.768509 -1.617784 -1.0941 0.7734 1.0619
N -0.357815 0.606960 0.821783 -2.9708 2.9134 -0.2457
C -1.201575 0.417981 -0.487017 -2.5472 -2.7913 1.9351
C 0.477544 -0.986905 0.010837 0.5792 -3.8375 -2.6984
C -0.087422 -0.253165 -1.326159 0.8349 1.0282 2.4362
C 0.945153 0.101496 0.846226 3.7113 -1.4948 1.8529
H -1.855002 -0.494412 -0.153350 0.2973 2.0528 -0.7344
H -0.245162 1.529107 1.059672 -0.8309 3.1471 0.9241
H 0.450858 0.680025 -1.561080 0.9864 -0.9680 -0.2061
H 1.244487 -0.098358 1.982355 -0.8933 -0.2664 -2.1511
H -0.236419 -1.606490 0.679161 0.8445 0.7776 -1.9795
H 1.925183 0.544393 0.497091 -1.3990 0.6243 -0.4626
H -1.959011 1.327878 -0.751734 2.4816 -1.9589 0.2676
```
Positions in Å, forces in eV/Å.

Summary:
Kohn-Sham gap ... 9.5 eV
E ... -609.34637 hartree
LUMO ... 0.7 eV
Energy above the lowest of the compared OMol25 structures with the same formula, charge and spin ... 133.1 kcal per mole

=====

No. 4
The following is a DFT calculation (ωB97M-V with the def2-TZVPD basis set) of one molecule with the formula C6H8N3P in a non-equilibrium geometry.

Geometry as XYZ:
```
18
Properties=species:S:1:pos:R:3:forces:R:3
P 4.724629 0.323029 -0.108507 -0.6970 2.5415 -0.7100
N 1.449096 -1.746810 0.281675 2.1679 -0.9285 0.0230
N 2.572450 -1.245306 0.196493 -0.0766 -0.0747 0.1856
N 3.089374 -0.102180 0.154253 -1.1817 -0.2197 0.3226
C 0.265809 -1.051484 0.224591 -1.0982 1.5196 0.2170
C -1.078738 0.947339 0.628583 0.6516 -0.0725 -0.7411
C -2.131778 -1.152741 -0.343800 -0.7937 -0.3012 -1.1611
C 0.234779 0.388888 0.464212 -3.4783 -3.0653 -0.5126
C -0.879639 -1.813373 0.044362 1.0358 2.3093 -0.3998
C -2.195487 0.268428 0.192993 1.5884 -0.2517 0.4031
H -2.912405 -1.881170 0.024150 0.0411 1.3341 -0.4471
H -2.212110 -1.215516 -1.564414 -0.0032 0.3759 2.5158
H -3.091269 0.801548 0.283811 -1.4830 0.3173 -0.0802
H 1.097793 0.920766 0.563373 2.0449 1.3574 0.4085
H -0.923223 -2.856803 0.034927 0.6800 -1.4510 -0.0210
H -1.102380 1.984555 1.023224 -0.4460 -0.8096 -0.3872
H 4.386088 1.848973 0.050492 0.6742 -2.1939 0.1715
H 4.568062 0.600804 -1.514342 0.3739 -0.3870 0.2128
```
Positions in Å, forces in eV/Å.

Summary:
Kohn-Sham gap (spin up / spin down) ... 6.4 / 7.7 eV
E ... -738.82474 hartree
LUMO (spin up / spin down) ... -0.9 / -0.5 eV
Energy above the lowest of the compared OMol25 structures with the same formula, charge and spin ... 112.2 kcal per mole

=====

No. 5
The following is a DFT calculation (ωB97M-V with the def2-TZVPD basis set) of C12H23BaN2O3P2 as an isolated structure in a non-equilibrium geometry.

Geometry as XYZ:
```
43
Properties=species:S:1:pos:R:3:forces:R:3
Ba 1.304836 -0.322978 -1.206681 -0.6857 -0.9339 1.5446
P 0.607192 2.525315 -0.326953 0.0062 0.3686 -0.2635
P -0.922791 -2.190844 0.152901 -0.1783 -0.1385 -0.6757
O 1.605759 -0.778941 -3.846426 0.4367 -0.1276 -1.0814
O 1.872883 -1.094037 3.610942 -0.2562 0.0103 -0.9889
O 3.439363 0.691112 -2.451620 1.3800 0.6476 0.1136
N -1.598736 0.547565 -1.072811 -0.5312 0.0833 0.3355
N 1.602646 -1.188933 1.221707 0.6939 0.4846 0.8264
C -4.206668 1.199362 -1.886586 0.3668 -0.1417 0.0338
C 1.103131 3.048607 -2.034133 0.1982 0.3015 -0.1436
C 1.734240 -1.129434 2.421727 0.2534 -0.1232 -0.2191
C -3.788889 -0.129507 -1.846665 0.2642 0.1101 0.4156
C -2.074544 -1.888090 -1.265546 -0.2763 0.0342 -0.4723
C -2.498364 -0.418271 -1.384925 0.0197 -0.2610 -0.4410
C -2.118347 -2.400326 1.516098 0.1856 0.1735 0.1647
C -1.170475 2.927200 -0.442880 -0.1750 -0.0613 -0.0303
C -2.041165 1.822405 -1.015099 -0.3270 -0.1129 -0.3791
C -3.321748 2.180047 -1.444822 -0.0089 -0.1214 -0.0235
C 1.232597 3.906558 0.665962 0.2216 0.0947 0.2025
C -0.541807 -3.954972 -0.179082 0.1199 -0.0111 0.1518
H -1.303002 3.841478 -1.042700 0.0073 -0.1848 0.2403
H -2.714897 -1.490921 1.636159 0.0858 -0.1255 0.0769
H -1.510237 3.160428 0.579461 -0.0085 -0.1247 -0.2658
H 2.167918 2.832929 -2.225838 -0.4502 0.1763 0.0873
H -1.550240 -2.211591 -2.215117 -0.6316 0.1520 0.8660
H 0.200018 -4.265848 0.572055 -0.2322 -0.0660 -0.2850
H 2.314984 3.783624 0.782205 -0.1739 0.1227 0.0297
H 1.132365 -1.296865 -4.515661 0.0091 0.1127 0.1797
H -2.973153 -2.515762 -1.084915 0.3661 0.3178 -0.6492
H 0.782602 3.858464 1.662251 0.1070 0.0112 -0.1049
H 4.152503 0.961375 -1.827595 -0.5073 -0.2734 -0.6092
H -4.432741 -0.962118 -2.136883 0.1116 0.3828 0.1067
H -3.590383 3.235143 -1.432086 -0.0983 -0.2848 0.0302
H 2.436077 -0.524776 -4.296422 -0.5989 -0.2913 0.3693
H -0.101822 -4.069250 -1.182017 -0.1185 -0.0644 0.3223
H 0.501956 2.548069 -2.812576 0.1430 0.0995 0.2893
H 0.938879 4.134918 -2.118897 0.0741 -0.3457 -0.1591
H 3.731314 1.042376 -3.311571 -0.0875 -0.0523 0.4644
H -1.540429 -2.572739 2.432262 -0.2538 0.0382 -0.0928
H -5.201474 1.455873 -2.239402 0.1596 0.0081 0.0519
H 1.022660 4.881354 0.217645 -0.0108 -0.0869 0.0393
H -2.773780 -3.257345 1.320540 0.0734 0.1749 0.0702
H -1.448370 -4.570679 -0.087013 0.3267 0.0278 -0.1277
```
Positions in Å, forces in eV/Å.

Summary:
Kohn-Sham gap ... 6.8 eV
E ... -1514.37871 hartree
LUMO ... -3.4 eV
Net charge ... +1
Energy above the lowest of the compared OMol25 structures with the same formula, charge and spin ... 0.0 kcal per mole

=====

No. 6
The following is a DFT calculation (ωB97M-V with the def2-TZVPD basis set) of C29H20ClF5PSm as an isolated structure in a non-equilibrium geometry.

Geometry as XYZ:
```
57
Properties=species:S:1:pos:R:3:forces:R:3
Sm -1.175200 -0.881861 0.561659 9.6910 -9.4689 0.0637
Cl -0.743956 -2.230638 -1.332645 -0.6300 -0.7061 -3.1346
P 0.028575 0.792207 -0.415784 5.0453 7.2964 -4.5119
F 1.513570 -6.955715 2.598498 -0.2897 0.6893 -0.2353
F -0.401909 -5.719790 4.107146 0.2521 0.1255 -0.4599
F 2.390363 -5.791967 0.284054 -0.3750 0.1734 0.3876
F -1.449733 -3.417358 3.378118 -0.2965 0.3028 0.2610
F 1.428021 -3.480149 -0.551080 0.3201 -0.1512 0.3205
C -0.508311 -3.908686 2.559446 2.0203 -0.7526 -2.2130
C 1.828235 2.239172 1.166003 -0.0061 0.0340 0.1317
C -3.370037 -1.201172 0.276834 -2.8854 -0.2977 0.6616
C 4.049972 -0.083706 -2.511347 -0.0613 0.0152 0.0526
C -3.015888 -1.969273 1.420153 -2.3053 0.5436 0.6531
C 0.031382 -5.134675 2.961295 -0.4694 0.1812 0.3788
C -1.599872 3.732595 -2.816653 -0.0033 -0.0001 0.0358
C -2.473504 -1.076092 2.368155 -2.7802 0.6687 1.9480
C 1.439223 -5.172321 1.027453 0.1587 0.2775 -0.5994
C 1.190838 3.864262 2.822437 -0.0026 -0.0293 -0.0210
C 1.000263 -5.764900 2.199632 0.1495 -0.3677 0.1662
C 2.370752 -0.692774 -0.896950 -0.0699 0.3178 0.0354
C 2.171168 3.131108 2.171543 0.0196 0.0365 0.0610
C -0.097084 -3.256322 1.354794 0.4314 -0.4111 1.0108
C 0.495207 2.070923 0.803262 0.1359 -0.0324 -0.0688
C -0.141941 3.698819 2.467318 0.0014 0.0351 0.0006
C -3.097452 0.166922 0.534494 -3.2499 1.0311 1.6800
C -0.911415 3.095014 -1.793923 -0.0881 -0.0168 0.0505
C -1.587891 0.962147 -2.672940 0.0112 -0.0011 0.0600
C -0.488144 2.802360 1.470064 0.0538 0.1248 0.0009
C -2.528074 0.251636 1.844399 -4.2041 0.4063 1.6257
C 2.074668 1.262485 -2.267227 0.0552 -0.0373 -0.0127
C 1.608834 0.411437 -1.265589 0.0121 0.2972 -0.0942
C 0.910891 -3.947842 0.602925 -1.2188 -0.2899 2.0617
C 3.587441 -0.933918 -1.518452 0.0549 -0.1013 0.0503
C -2.267572 1.602848 -3.696405 -0.0423 0.0690 -0.0445
C -0.906877 1.703852 -1.707708 0.0882 0.1483 -0.0296
C 3.290653 1.017134 -2.884076 -0.0187 -0.0223 -0.0244
C -2.281738 2.989475 -3.768565 0.0274 -0.0719 0.0186
H -1.570430 -0.117374 -2.624538 -0.0083 -0.1100 -0.0637
H 1.461421 4.560560 3.605129 -0.0017 -0.0021 -0.0020
H 3.640465 1.682528 -3.662142 0.0059 0.0097 -0.0089
H -2.787598 1.015288 -4.441104 -0.0072 -0.0154 -0.0029
H 2.596601 1.667842 0.667018 0.0844 0.0032 -0.0400
H -1.528215 2.685388 1.198052 -0.0283 0.0923 -0.0879
H -3.737052 -1.600361 -0.652779 -0.0340 -0.0123 -0.0580
H -3.291264 0.986859 -0.134176 0.1226 0.1228 -0.1516
H -2.032348 -1.352323 3.309786 0.0008 0.0451 0.0054
H 4.169869 -1.797457 -1.227069 -0.0096 -0.0264 0.0053
H 3.210459 3.250321 2.446513 0.0177 0.0126 0.0009
H 2.015812 -1.357099 -0.127703 0.0043 -0.1825 0.0861
H -0.378563 3.686248 -1.063683 0.0512 0.0487 0.0506
H -2.218365 1.144937 2.355172 0.1917 -0.0194 0.0332
H -1.599260 4.813376 -2.868335 0.0126 0.0111 -0.0039
H -2.817264 3.487888 -4.565697 -0.0023 -0.0017 -0.0039
H -0.912904 4.269413 2.968073 -0.0100 0.0059 0.0054
H 1.487630 2.116042 -2.574523 -0.0320 0.0533 -0.0069
H 4.998185 -0.277802 -2.995899 -0.0125 -0.0152 0.0086
H -3.070636 -3.039509 1.507570 0.1230 -0.0358 -0.0331
```
Positions in Å, forces in eV/Å.

Summary:
Kohn-Sham gap (spin up / spin down) ... 7.7 / 7.8 eV
E ... -3075.69646 hartree
2S+1 ... 6
LUMO (spin up / spin down) ... -0.5 / -0.4 eV
Energy above the lowest of the compared OMol25 structures with the same formula, charge and spin ... 131.3 kcal per mole
Expectation value of S² ... 8.765